No. 1
Formula: C3H10S3
Source: OMol25
Level of theory: wB97M-V/def2-TZVPD

The geometry in XYZ format:
```
16
C3H10S3, DFT wB97M-V/def2-TZVPD
C 2.590 -1.146 -2.758
S 1.461 0.198 -2.489
S 2.379 1.190 -0.936
H 2.160 -2.104 -2.478
H 3.548 -1.074 -2.255
H 2.747 -1.165 -3.834
H 2.224 0.126 -0.124
C -1.424 0.959 2.317
C -2.056 -0.204 1.566
S -2.117 0.055 -0.221
H -1.915 1.876 2.037
H -0.343 1.111 2.303
H -1.674 0.848 3.377
H -1.440 -1.091 1.708
H -3.000 -0.505 2.003
H -3.139 0.924 -0.214
```

net charge	+1
gap between HOMO and LUMO (alpha / beta)	7.509 / 3.365	eV
multiplicity	2
highest occupied orbital energy (alpha / beta)	-0.45350 / -0.44027	Eh
LUMO (alpha / beta)	-4.8 / -8.6	eV
relative energy (zero: lowest compared OMol25 entry of this formula, charge and spin)	36.12	kJ/mol

---

No. 2
Formula: C3H10S4
Source: OMol25
Level of theory: wB97M-V/def2-TZVPD

The geometry in XYZ format:
```
17
C3H10S4, DFT wB97M-V/def2-TZVPD
C 2.534 1.329 1.285
S 3.306 0.323 -0.022
S 1.868 -1.122 -0.408
H 1.532 1.633 0.994
H 3.131 2.231 1.414
H 2.534 0.766 2.215
H 2.189 -2.021 0.542
C -1.716 -0.734 0.903
C -1.842 -0.615 -0.607
S -1.518 1.057 -1.225
S -2.158 0.910 -3.203
H -2.257 0.059 1.413
H -0.671 -0.685 1.220
H -2.023 -1.737 1.198
H -2.843 -0.908 -0.927
H -1.177 -1.317 -1.111
H -0.889 0.830 -3.680
```

structure (SMILES)	CCSS.CSS
gap between HOMO and LUMO	9.367	eV
multiplicity	1
highest occupied orbital energy	-0.32655	Eh
LUMO	0.5	eV
relative energy (zero: lowest compared OMol25 entry of this formula, charge and spin)	13.51	kJ/mol

---

No. 3
Formula: C3H11BNO2
Source: OMol25
Level of theory: wB97M-V/def2-TZVPD

The geometry in XYZ format:
```
18
C3H11BNO2, DFT wB97M-V/def2-TZVPD
B 2.688 0.087 0.036
C -2.538 0.326 -0.132
C 1.169 -0.653 0.043
C -1.330 -0.608 0.021
N -0.076 0.205 0.088
O 3.714 -0.736 -0.126
O 2.682 1.416 0.130
H -2.612 0.929 0.771
H -2.286 1.109 -1.002
H -3.452 -0.457 -0.248
H 1.156 -1.455 0.828
H 1.080 -1.270 -0.843
H -1.174 -1.304 -0.789
H -1.382 -1.189 0.963
H -0.158 0.773 -0.705
H 0.073 0.719 0.855
H 4.570 -0.399 -0.405
H 3.401 1.863 -0.309
```

net charge	+1
gap between HOMO and LUMO (alpha / beta)	4.492 / 6.011	eV
multiplicity	3
highest occupied orbital energy (alpha / beta)	-0.28150 / -0.58036	Eh
LUMO (alpha / beta)	-3.2 / -9.8	eV
relative energy (zero: lowest compared OMol25 entry of this formula, charge and spin)	322.47	kJ/mol